<A>
DFT (the ωB97M-V functional and the def2-TZVPD basis) results for C9H18N2O3S in the gas phase.

Geometry as XYZ:
```
33
Properties=species:S:1:pos:R:3:nbo_charge:R:1
C -0.2198 -1.0591 -3.4301 -0.6040
C 0.1520 -0.3525 -2.1359 -0.3931
C -0.6521 0.8874 -1.8365 -0.2080
C -0.5601 1.9161 -2.9059 -0.6200
C -0.2997 1.4835 -0.4198 -0.1609
N -0.4362 0.4736 0.6218 -0.6280
C 0.6702 -0.0537 1.1838 0.6841
O 1.8413 0.1482 0.8557 -0.6557
C 0.4002 -1.1083 2.2674 -0.1678
N -0.9619 -1.5814 2.1836 -0.8403
C 1.5104 -2.1266 2.3374 -0.5195
S 1.5318 -3.2050 0.8633 -0.0803
C -1.1648 2.6660 -0.0731 0.8009
O -0.8752 3.8315 -0.2753 -0.5674
O -2.4186 2.2599 0.4208 -0.7149
H 0.4390 -1.9354 -3.5101 0.2180
H -1.2683 -1.2566 -3.4544 0.2040
H -0.0321 -0.3923 -4.2816 0.1988
H 1.1856 -0.1287 -2.0817 0.2074
H 0.0587 -1.1466 -1.2772 0.2026
H -1.6868 0.5554 -1.7282 0.1967
H -1.0539 2.8468 -2.6748 0.2259
H -0.8720 1.5256 -3.8858 0.2185
H 0.5153 2.1852 -3.0330 0.2070
H 0.7180 1.8859 -0.4406 0.2582
H -1.3462 0.1911 1.0237 0.4573
H 0.4613 -0.4788 3.1913 0.2168
H -1.1914 -2.0734 3.0932 0.3645
H -0.9803 -2.3660 1.5114 0.3730
H 2.5377 -1.6759 2.4999 0.2578
H 1.3470 -2.8641 3.1211 0.2226
H 1.9816 -2.3100 -0.0631 0.1488
H -2.9330 3.0386 0.6063 0.4973
```

SMILES: CC[C@H](C)[C@H](NC(=O)[C@@H](N)CS)C(=O)O
LUMO (eV): 0.58
Charge: 0
Frontier orbital gap (eV): 9.88

***

<B>
DFT (the ωB97M-V functional and the def2-TZVPD basis) results for C9H18N2O3S in the gas phase.

Geometry as XYZ:
```
33
Properties=species:S:1:pos:R:3:nbo_charge:R:1
C -1.8945 -0.2211 -3.1956 -0.6036
C -0.9878 -0.0273 -1.8663 -0.4211
C 0.1617 -1.0263 -1.6753 -0.2069
C -0.5208 -2.3796 -1.1741 -0.6308
C 1.1849 -0.4828 -0.5815 -0.1670
N 0.4487 -0.4022 0.6795 -0.6741
C 1.2408 -0.1774 1.8219 0.6908
O 2.3346 -0.6610 1.9917 -0.5813
C 0.5850 0.7590 2.8676 -0.1607
N 0.6512 2.2008 2.6975 -0.8280
C -0.9220 0.4012 3.2513 -0.4917
S -2.1465 0.9657 1.9955 -0.0756
C 1.8480 0.8323 -1.0305 0.7887
O 1.6557 1.9131 -0.5042 -0.5927
O 2.5879 0.7943 -2.1592 -0.6569
H -2.6852 0.5895 -3.1730 0.2142
H -2.4851 -1.1770 -3.0682 0.2007
H -1.3582 -0.1930 -4.1372 0.2062
H -0.8011 0.9873 -1.9281 0.2142
H -1.6462 -0.2354 -1.0715 0.2065
H 0.6256 -1.2212 -2.6111 0.1978
H -1.3987 -2.6769 -1.7391 0.2180
H 0.1346 -3.2950 -1.1977 0.2145
H -0.7352 -2.1127 0.0123 0.2355
H 1.9917 -1.2011 -0.5148 0.2416
H -0.2948 0.2779 0.6583 0.4167
H 1.0643 0.5267 3.8028 0.2073
H 1.5313 2.3963 3.0812 0.3653
H 0.9220 2.3407 1.6548 0.3893
H -1.0426 -0.6248 3.3224 0.2141
H -1.0108 1.0157 4.1738 0.2297
H -1.6205 2.1748 2.1661 0.1553
H 2.5817 -0.0605 -2.5493 0.4837
```

SMILES: CC[C@H](C)[C@H](NC(=O)[C@@H](N)CS)C(=O)O
LUMO (eV): 0.52
Charge: 0
Frontier orbital gap (eV): 9.71

***

Least stable of them? <B>.

***

<A>
DFT (the ωB97M-V functional and the def2-TZVPD basis) results for H3NO3Si in the gas phase.

Geometry as XYZ:
```
8
Properties=species:S:1:pos:R:3:nbo_charge:R:1
O -3.7981 0.5834 0.0700 -0.3508
N -2.7859 -0.0285 -0.0304 0.7472
O -2.6642 -1.1758 -0.3817 -0.4097
O -1.7036 0.5455 0.3753 -0.6426
Si -0.0786 0.1355 0.0120 1.1453
H 0.0361 -1.0069 0.8220 -0.1742
H -0.1226 -0.5515 -1.2835 -0.1693
H 0.5513 1.4368 0.1206 -0.1459
```

SMILES: O=[N+]([O-])O[SiH3]
LUMO (eV): 0.44
Charge: 0
Frontier orbital gap (eV): 11.53

***

<B>
DFT (the ωB97M-V functional and the def2-TZVPD basis) results for 2 unconnected molecules or ions with the total composition H3NO3Si.

Geometry as XYZ:
```
8
Properties=species:S:1:pos:R:3:nbo_charge:R:1
O -0.7291 0.6340 0.6324 -1.1865
Si -1.6779 -0.4432 0.1436 1.6409
H -2.5586 0.0452 -1.0364 -0.2417
H -2.3299 -1.7027 0.5474 -0.2101
O 2.5783 -0.7696 -0.8356 -0.3106
N 1.6380 -0.1473 -0.3437 0.3255
O 1.9759 1.0259 0.3239 -0.5328
H 1.1033 1.3577 0.5685 0.5153
```

SMILES: O=[SiH2].O=NO
LUMO (eV): -0.95
Charge: 0
Frontier orbital gap (eV): 9.12

***

Least stable of them? <A>.

***

<A>
DFT (the ωB97M-V functional and the def2-TZVPD basis) results for 2 unconnected molecules or ions with the total composition CH3N2OP.

Geometry as XYZ:
```
8
Properties=species:S:1:pos:R:3:nbo_charge:R:1
N -0.7480 -0.8960 2.7874 -0.2432
C -0.1179 -0.1207 2.2336 -0.2025
P 0.9222 1.0428 1.2385 1.3545
O -0.0479 2.0003 0.7528 -0.9111
N 0.0764 -0.2225 -1.7858 -1.0650
H -0.2054 -0.4004 -0.8209 0.3453
H 0.7377 -0.9269 -1.8590 0.3453
H -0.6171 -0.4765 -2.5466 0.3769
```

SMILES: N#CP=O.N
LUMO (eV): -1.95
Charge: 0
Frontier orbital gap (eV): 8.69

***

<B>
DFT (the ωB97M-V functional and the def2-TZVPD basis) results for CH3N2OP in the gas phase.

Geometry as XYZ:
```
8
Properties=species:S:1:pos:R:3:nbo_charge:R:1
C -0.5322 -0.7449 0.0584 -0.0810
N -0.5195 0.6073 -0.3045 -0.9615
N 0.8295 -1.0657 -0.2659 -0.8978
O 1.7540 1.6755 -0.0096 -0.9553
P 1.0738 0.4546 -0.4791 2.1043
H -0.5427 -0.8550 1.1405 0.2094
H -1.3425 -1.3096 -0.6024 0.1843
H -0.7203 1.2378 0.4626 0.3975
```

LUMO (eV): -1.14
Charge: 0
Frontier orbital gap (eV): 9.24

***

<C>
DFT (the ωB97M-V functional and the def2-TZVPD basis) results for CH3N2OP in the gas phase.

Geometry as XYZ:
```
8
Properties=species:S:1:pos:R:3:nbo_charge:R:1
C -0.7226 -0.3990 -0.2358 -0.1154
N 0.3022 0.6438 -0.5642 -0.6132
N 0.3872 -0.7475 -0.9846 -0.4536
O 0.7848 -0.0862 1.9398 -1.0355
P 1.5778 0.3340 0.8170 1.4098
H -0.6031 -0.8430 0.8004 0.2162
H -1.7537 -0.3962 -0.5863 0.1900
H 0.0273 1.4941 -1.1863 0.4017
```

LUMO (eV): -0.12
Charge: 0
Frontier orbital gap (eV): 8.35

***

Least stable of them? <C>.

***

<A>
DFT (the ωB97M-V functional and the def2-TZVPD basis) results for 2 unconnected molecules or ions with the total composition CH3N2OP.

Geometry as XYZ:
```
8
Properties=species:S:1:pos:R:3:nbo_charge:R:1
C -1.6470 -0.0375 0.1926 0.2768
N 1.2189 -1.5636 -0.7424 0.0036
N 1.7433 -0.5324 -0.5191 -0.3140
O -2.5036 0.6430 -0.2825 -0.4841
P 2.3745 0.8536 -0.1301 0.3240
H -1.0335 0.4906 1.0564 0.0828
H -1.2800 -0.9748 -0.1619 0.1260
H 1.1274 1.1211 0.5870 -0.0149
```

LUMO (eV): -0.39
Charge: 0
Frontier orbital gap (eV): 8.47

***

<B>
DFT (the ωB97M-V functional and the def2-TZVPD basis) results for CH3N2OP in the gas phase.

Geometry as XYZ:
```
8
Properties=species:S:1:pos:R:3:nbo_charge:R:1
C -0.4916 0.5060 -0.7826 0.0283
N -0.5586 -0.8233 -0.5886 -0.1492
N -0.3880 -1.3143 0.5092 -0.3296
P 0.5826 -0.2809 1.5566 1.0255
O 0.5848 0.9209 0.5613 -0.9204
H 0.0459 0.7603 -1.7356 0.2225
H -1.4805 1.0646 -0.6158 0.2311
H 1.7054 -0.8333 1.0954 -0.1082
```

SMILES: C1N=NPO1
LUMO (eV): -0.26
Charge: 0
Frontier orbital gap (eV): 8.96

***

Least stable of them? <A>.

***

<A>
DFT (the ωB97M-V functional and the def2-TZVPD basis) results for 2 unconnected molecules or ions with the total composition F3HN2O2S.

Geometry as XYZ:
```
9
Properties=species:S:1:pos:R:3:nbo_charge:R:1
N 1.1305 0.1246 -1.1534 -0.0579
N -0.8934 1.8109 -3.3845 0.2953
O -2.5139 -0.3761 -2.2901 -0.8324
O -2.9028 2.0234 -1.7284 -0.8378
F 0.4304 -0.4832 -0.1637 -0.2198
F -0.2315 0.9039 -4.1468 -0.1972
F 0.1208 2.2640 -2.5757 -0.2022
S -2.0328 0.9339 -1.9538 1.7745
H 1.7364 -0.5894 -1.5899 0.2776
```

LUMO (alpha / beta) (eV): -2.96 / -1.12
Charge: 0
Frontier orbital gap (alpha / beta) (eV): 8.41 / 9.42

***

<B>
DFT (the ωB97M-V functional and the def2-TZVPD basis) results for 2 unconnected molecules or ions with the total composition F3HN2O2S.

Geometry as XYZ:
```
9
Properties=species:S:1:pos:R:3:nbo_charge:R:1
N 1.7321 -0.1931 -0.3538 -0.3046
N -2.0665 0.7222 0.5799 0.5324
O -0.9848 1.4211 0.2833 -0.5000
O 3.0436 -1.2711 1.3805 -0.8055
F 1.0429 -0.3221 -1.5570 -0.2422
F -1.5552 -0.5176 0.5745 -0.2268
F -2.9629 0.7088 -0.5817 -0.2847
S 2.3008 -1.5902 0.1657 1.3538
H -0.5500 1.0419 -0.4914 0.4777
```

LUMO (alpha / beta) (eV): -1.91 / -1.90
Charge: 0
Frontier orbital gap (alpha / beta) (eV): 9.56 / 9.55

***

Least stable of them? <A>.

***

<A>
DFT (the ωB97M-V functional and the def2-TZVPD basis) results for 2 unconnected molecules or ions with the total composition C6H18N3.

Geometry as XYZ:
```
27
Properties=species:S:1:pos:R:3:nbo_charge:R:1
C 0.6959 0.5817 -2.6879 -0.4163
C -0.0763 1.7612 -2.1402 -0.6268
C 1.1606 -0.4686 -1.6628 -0.6056
H 1.6367 0.8568 -3.2036 0.2116
H 0.2042 0.0789 -3.5260 0.2217
H 0.1573 2.6542 -2.7223 0.2387
H -1.1603 1.6339 -2.0906 0.2167
H 0.4089 -1.2202 -1.3973 0.1918
H 1.5390 -0.0867 -0.7046 0.1746
H 0.3940 2.1996 -1.2572 0.1695
H 1.9341 -1.0093 -2.2239 0.2297
C -1.6931 -0.9729 1.6401 -0.2521
C -1.5553 -2.0758 0.6569 -0.6647
C 0.2636 0.5233 1.7332 0.6982
N -0.9309 0.2357 1.2860 -0.5257
N 0.9735 -0.4289 2.3384 -0.7775
N 0.8510 1.7527 1.7007 -0.7884
H -2.7337 -0.8521 1.9350 0.2538
H -1.3298 -1.2727 2.6309 0.2122
H -0.6033 -2.5930 0.5310 0.2200
H -1.5555 -1.6697 -0.3693 0.2282
H -1.5035 0.9074 0.7886 0.4399
H 0.8286 -1.4240 2.2752 0.4298
H 1.7716 -0.3004 2.9279 0.4253
H 0.9276 2.1921 0.7919 0.4259
H 1.6987 1.8519 2.2232 0.4096
H -2.3037 -2.8550 0.5268 0.2598
```

LUMO (eV): -2.89
Charge: +1
Frontier orbital gap (eV): 11.37

***

<B>
DFT (the ωB97M-V functional and the def2-TZVPD basis) results for 2 unconnected molecules or ions with the total composition C6H18N3.

Geometry as XYZ:
```
27
Properties=species:S:1:pos:R:3:nbo_charge:R:1
C 0.2737 -0.9425 -1.3051 -0.2008
C 0.0330 -1.7323 -0.0304 -0.6414
C 1.6362 -0.1244 -1.1294 -0.6286
C 0.3713 -1.9307 -2.4785 -0.6088
H -0.5180 -0.1205 -1.2957 0.1703
H -0.0277 -1.2971 0.9069 0.1787
H 0.5509 -2.5635 0.3234 0.2313
H 2.2192 -0.6487 -1.9684 0.2350
H 1.4114 0.9317 -1.2596 0.2010
H 2.1448 -0.3728 -0.0776 0.2015
H 0.6367 -1.3968 -3.3611 0.2254
H 1.1033 -2.6463 -2.2364 0.2178
H -0.6067 -2.6042 -2.4498 0.2152
H -0.9338 -2.2415 -0.3889 0.2070
C -0.2175 2.4495 -0.0189 -0.4349
C -0.7951 0.9481 1.7529 0.6902
N -1.1973 1.8064 0.7739 -0.5761
N 0.2494 1.1949 2.5838 -0.7726
N -1.8096 -0.0024 2.1297 -0.7654
H -2.1358 1.8441 0.3455 0.4448
H 0.8333 2.0532 2.3976 0.4386
H 0.6232 0.4443 3.2465 0.4541
H -2.1146 -0.3491 1.2040 0.4133
H -1.6076 -0.6777 2.8372 0.4137
H 0.7961 2.3521 0.5278 0.2159
H -0.5491 3.5232 0.1193 0.2310
H -0.3700 2.1031 -1.1486 0.2437
```

LUMO (eV): -3.42
Charge: +1
Frontier orbital gap (eV): 10.21

***

Least stable of them? <B>.